{
  "formula": "C40H110N10O10",
  "method": "ωB97M-V with the def2-TZVPD basis set",
  "de_lowest_ev": 4.252,
  "s2": 0.758,
  "total_energy_ev": -78620.3959,
  "multiplicity": 2,
  "total_charge": 1,
  "fmax_ha_per_bohr": 0.0655,
  "species": ["O", "O", "O", "O", "O", "O", "O", "O", "O", "O", "N", "N", "N", "N", "N", "N", "N", "N", "N", "N", "C", "C", "C", "C", "C", "C", "C", "C", "C", "C", "C", "C", "C", "C", "C", "C", "C", "C", "C", "C", "C", "C", "C", "C", "C", "C", "C", "C", "C", "C", "C", "C", "C", "C", "C", "C", "C", "C", "C", "C", "H", "H", "H", "H", "H", "H", "H", "H", "H", "H", "H", "H", "H", "H", "H", "H", "H", "H", "H", "H", "H", "H", "H", "H", "H", "H", "H", "H", "H", "H", "H", "H", "H", "H", "H", "H", "H", "H", "H", "H", "H", "H", "H", "H", "H", "H", "H", "H", "H", "H", "H", "H", "H", "H", "H", "H", "H", "H", "H", "H", "H", "H", "H", "H", "H", "H", "H", "H", "H", "H", "H", "H", "H", "H", "H", "H", "H", "H", "H", "H", "H", "H", "H", "H", "H", "H", "H", "H", "H", "H", "H", "H", "H", "H", "H", "H", "H", "H", "H", "H", "H", "H", "H", "H", "H", "H", "H", "H", "H", "H"],
  "xyz": [[-0.0106, -0.0158, 2.4202], [3.5577, -0.0712, 1.3880], [-4.0549, 1.5899, 3.4764], [-2.6592, -3.0293, -3.9129], [2.9479, 3.5720, -2.5673], [0.2331, -1.0157, 6.9462], [2.8607, -6.3558, -4.6883], [2.4497, 5.2280, 7.2200], [0.9355, 1.2712, -6.0800], [-4.8555, 0.0277, -6.2081], [0.7481, -0.1648, -0.4306], [1.2791, -4.2896, -2.0435], [-2.0026, -5.6208, -3.6966], [-5.0058, -0.1395, -2.3009], [2.6827, -2.4072, -0.0674], [-2.7638, 2.1034, 5.7720], [1.8111, -0.8334, -3.1075], [4.5149, 5.8326, -3.9121], [-0.0794, 1.9244, 6.8689], [0.0710, 4.4189, 5.4427], [-0.5889, 0.0666, 3.7069], [1.6407, 2.5037, -6.1460], [-3.5165, -6.3950, -5.4568], [-6.9196, -0.4526, -3.9350], [4.0726, 3.3882, -3.3891], [0.7146, 0.6462, -4.7970], [1.3401, 5.0621, 5.0176], [1.8687, 5.9889, 6.2069], [-5.3829, -0.4693, -3.7038], [3.2424, -1.1971, 2.1237], [1.8324, -5.5142, -4.1003], [2.3083, -5.0712, -2.7562], [2.6850, -3.7438, 1.9280], [-3.4828, -3.9256, -4.7076], [0.1679, -0.1859, 8.1161], [2.4460, -2.3927, 1.3428], [2.2576, 5.7733, 8.5259], [2.8405, -6.0640, -1.7914], [1.0675, 5.8119, 3.6839], [-0.9407, -0.3846, 1.4275], [2.3698, -7.1519, -5.7333], [1.9339, -0.2566, -4.3992], [2.2158, -1.3650, -5.3460], [0.6193, 2.1757, 9.1688], [-4.5964, 1.5172, 7.3083], [1.3079, -1.9178, 6.8924], [2.8580, 2.6140, -1.4615], [-4.7685, 1.2853, 2.2947], [-1.4178, -0.0396, -1.1717], [-1.6068, -2.4394, -4.6402], [-0.5460, 0.1558, 0.0244], [0.6633, 1.3046, 7.9058], [3.4873, 1.0592, 2.2157], [-4.4714, 1.0936, -7.0868], [-4.5378, 0.3821, -4.7832], [4.0959, 4.6056, -4.4544], [-4.8515, 1.6883, 4.6837], [-4.0138, 1.2705, 5.8715], [5.0428, 4.3329, -5.6133], [-2.7293, -5.2546, -4.8985], [-5.1507, 2.7301, 4.7992], [-5.6016, 0.6016, 2.4582], [0.0578, -0.2642, 4.5196], [1.0332, -3.5510, -2.6869], [4.9551, 3.4862, -2.7568], [-3.1240, 3.0162, 6.0110], [-1.6820, -4.7230, -3.3632], [-0.7910, -3.1364, -4.8319], [3.6229, -6.6447, -2.2799], [-4.6328, 0.7481, -8.1079], [3.9868, 2.4406, -3.9209], [1.4238, 1.8317, 9.8189], [4.1836, 6.0063, -2.9740], [0.9825, -6.1932, -4.0320], [2.5140, 6.7263, 5.7294], [-1.0475, -1.4686, 1.4667], [-0.0905, 3.6520, 4.8058], [-4.9114, 2.5606, 7.2928], [-4.4175, -4.0215, -4.1551], [0.3480, 1.3408, -4.0412], [0.5989, -0.6833, 8.9849], [4.1745, 6.6356, -4.4214], [4.9730, 5.0315, -6.4471], [2.1868, -3.8826, 2.8875], [-1.8499, -5.0469, -5.5080], [3.0386, 1.5609, -1.6775], [1.6991, 1.1467, 7.6052], [3.8372, 1.9880, 1.7650], [-0.5348, 1.2450, -0.0153], [1.3091, -0.0044, 0.3937], [5.0479, 3.3659, -6.1164], [-7.3115, 0.5609, -4.0204], [3.0503, -7.9042, -6.1323], [0.1563, 6.3879, 3.8448], [1.8217, -1.9287, 5.9311], [-3.9246, -6.1947, -6.4474], [1.4048, -2.0708, 1.3215], [-7.4207, -0.8035, -3.0328], [1.3841, -4.6710, -4.6259], [2.4322, 1.2816, 2.3749], [-5.0710, 1.9859, -6.9066], [3.9709, 0.9498, 3.1864], [-0.8894, 2.4583, 7.1498], [2.8477, 0.3333, -4.3274], [0.2956, 3.7988, 6.2076], [1.2042, 5.9216, 8.7635], [-5.6994, 1.0037, 4.6610], [-1.0721, -1.8619, -3.8861], [1.0743, 3.0427, -6.9055], [2.2133, -6.8372, -1.3477], [2.1696, -4.5025, 1.3390], [1.8026, 6.5926, 3.4886], [3.1400, -1.8623, -5.0517], [2.4664, -1.0258, -6.3512], [-5.7955, -0.4237, -1.7390], [2.0326, 4.2317, 4.8793], [-4.3272, -0.7772, -1.9098], [-0.9697, 1.0709, 3.8926], [-3.4768, 0.1387, -4.7267], [-1.2133, 0.4191, -2.1391], [3.5329, -2.8641, -0.3650], [-0.5853, 1.3218, 6.2357], [0.8223, 3.2370, 9.0257], [0.9789, 5.2280, 2.7677], [1.0738, 6.6471, 6.5575], [2.3397, -6.5703, -6.6547], [-5.1806, -1.5168, -3.9274], [2.6084, -1.0219, 2.9929], [1.7291, -3.8668, -1.2442], [-5.2469, 2.2091, 1.9694], [3.7044, -4.0570, 2.1533], [-1.7932, -1.7450, -5.4594], [-1.9700, -0.0627, 1.5856], [2.5589, 4.9683, 9.1962], [3.1230, -4.3586, -2.8851], [3.6589, 2.9587, -0.8074], [-0.0340, -0.1458, -4.8175], [6.0601, 4.4202, -5.2320], [-0.9003, -0.1620, 8.3315], [-4.6266, 1.4306, -4.4987], [2.9913, -1.4476, -0.1305], [1.4191, -7.6667, -5.5941], [2.0820, -1.9177, 7.6598], [-0.2871, 2.1302, 9.7725], [4.1803, -1.5647, 2.5400], [2.8684, 6.6579, 8.7062], [0.8850, -2.9223, 6.9042], [1.4508, -2.1410, -5.3711], [-3.4109, 1.2988, -6.9404], [1.4744, -0.1440, -2.4506], [2.7317, -1.0880, -2.7791], [-1.2082, -6.2026, -3.9213], [-4.2695, 0.9375, 1.3903], [1.9051, 2.6334, -0.9327], [-3.8542, 0.2044, 5.7105], [-3.6878, -3.3797, -5.6285], [3.1172, 4.8897, -4.8411], [-7.3437, -0.9412, -4.8122], [-3.9037, 1.2540, 8.1077], [-4.4655, -6.5245, -4.9366], [3.3143, -5.5305, -0.9674], [-1.4637, -0.5765, 3.8031], [-3.0344, -7.3691, -5.3740], [2.7268, 2.4369, -6.2094], [-1.5911, -1.0873, -1.4172], [-5.5384, 0.9919, 7.4657], [0.8039, -1.1716, -0.4886], [1.3990, 3.2052, -5.3474], [-2.3340, 0.4862, -0.9031], [-2.6120, 2.1614, 4.7751]],
  "forces_ev_per_a": [[0.1749, 0.4452, 0.3693], [-0.1300, 0.6493, -0.6750], [0.4984, -0.9744, 0.6945], [-0.8195, 0.0272, -0.8616], [-1.5243, -1.1288, 0.8453], [0.4865, 1.7560, 1.2073], [-0.5055, 0.7156, 0.1033], [-0.3890, 0.0948, 0.2003], [-0.4612, -0.8840, 1.0587], [-0.3729, 1.0584, 1.9955], [1.9324, -0.7958, 1.3436], [-0.6235, -0.7710, -0.9623], [-1.0566, 0.0158, 1.4748], [-0.6555, 0.0671, -0.4566], [1.3134, 1.1523, -0.9578], [-0.4229, -1.0046, 0.4425], [-1.1389, -0.4163, 1.3744], [1.3843, 2.1447, 2.1961], [-0.9650, -0.7611, 0.1355], [0.8700, -0.5937, -0.2549], [-0.6787, -0.2455, -0.0531], [-1.5926, 0.5010, 0.5901], [-1.6489, -0.1247, -0.0982], [-0.0452, 1.6363, 0.6123], [-0.5629, 2.1721, -1.1317], [1.4345, -1.1695, -0.3901], [-0.3423, 0.6006, 0.5335], [-0.7686, 0.0176, -2.2650], [0.1434, -0.8084, -1.9538], [-0.4074, -3.0226, 0.5597], [-0.2541, -2.2332, 0.2725], [-0.3315, 1.4454, 1.2860], [-1.0397, -0.9143, 1.3756], [0.7999, 0.3781, 0.6628], [-1.5030, -0.8784, -0.8141], [0.8435, 1.3774, 0.7033], [0.2449, -1.0656, 0.0711], [1.3300, -1.5661, 0.1338], [0.0661, 0.7918, 0.9741], [-0.9425, -0.3031, -1.5846], [0.3898, 0.2242, -1.8193], [0.7807, 1.7284, -0.2273], [0.7369, -0.5433, -1.2766], [0.7220, -0.4943, 0.6489], [-0.7536, 0.0209, -1.9214], [0.4189, -1.9193, -0.8007], [1.0814, 1.1851, -0.3804], [-1.8927, 1.0471, -0.2906], [-2.7817, -0.7861, 0.2172], [1.4732, 0.2894, 1.7903], [0.1141, 1.6879, -0.9876], [0.2463, 0.1498, 0.7653], [-0.9664, 1.1704, 0.0803], [-0.0776, -0.7832, 0.4910], [-0.5555, -1.4934, -0.1672], [-0.7291, -1.7073, -0.6533], [-0.3384, -0.1899, -0.4163], [0.7749, 0.2580, 0.7806], [0.9997, -0.6519, -0.4484], [1.4782, 0.2203, -0.6551], [-0.4257, 0.1064, -0.0422], [0.1131, -0.3228, 0.3227], [0.5632, 0.1842, -0.3315], [-0.2614, 0.6629, 0.2880], [0.5217, -0.3323, -0.2314], [0.2591, 0.5746, 0.1949], [0.5101, -0.2229, 0.7116], [-0.2418, -0.5405, -0.9248], [0.2779, 0.0733, 0.0065], [-0.0096, -0.0193, 0.0893], [0.3651, -0.1191, -0.0539], [-0.0207, -0.0140, 0.1443], [-0.1007, -0.3256, 0.2434], [-0.3648, -0.0720, 0.6194], [0.8721, -0.2147, 0.1303], [0.2856, -0.4207, -0.4632], [-0.7846, 0.1539, -1.2873], [0.3488, 0.2778, 0.6089], [0.0435, -0.2643, 0.0967], [0.5601, 0.3679, 0.1738], [0.6573, 0.3663, -0.0598], [0.0784, -0.1294, -0.3978], [-0.2728, 0.3977, 0.2838], [-0.1266, 0.3700, 0.3361], [-0.6043, 0.3863, -1.5289], [0.1012, 0.0144, -0.7253], [0.2328, 0.2773, -0.3212], [0.5873, -0.4553, -0.5220], [-0.0472, 0.4811, 1.3210], [1.0342, 0.3274, 0.0196], [-0.6401, -0.3648, 0.3195], [0.1903, 0.4069, -0.0208], [0.6451, -0.2746, 1.1862], [-0.2745, -0.1621, -0.2092], [-0.0245, 0.7405, -0.1761], [0.6973, -0.1061, -0.4518], [-0.2642, -0.3680, 1.1027], [0.0159, -0.5104, -0.0326], [0.8747, 0.3316, -0.8898], [-0.3357, -0.1088, 0.4556], [0.0295, 0.1318, 0.0287], [0.2417, -0.2978, -0.0237], [-0.1032, 1.0597, 0.5407], [0.1562, 0.7903, -0.7741], [0.0565, 0.2383, 1.7169], [-0.1658, 0.4755, -0.3116], [-0.3431, 0.2437, -0.4059], [-0.1904, 0.5636, 0.1866], [1.0178, -0.1227, -0.9869], [-0.7541, 0.3781, -0.2313], [0.3125, -0.0243, -0.4164], [0.3792, -0.2423, 0.0868], [0.0466, -0.1556, 0.3620], [-0.4774, 0.1337, -0.1583], [-0.5566, 0.4344, 0.0950], [0.6195, 0.2383, -0.0853], [0.7641, -0.1116, -0.6702], [0.1569, 0.3013, 0.0526], [0.1387, -0.1041, 0.5595], [1.1856, 0.3136, 0.4093], [0.3397, -0.7247, 0.3663], [0.5935, -0.6626, -1.2146], [0.0340, -0.0794, -0.5983], [-0.0502, -0.3612, 0.3657], [-0.5799, -0.4069, 0.2986], [-0.8073, 0.5883, -0.1089], [0.6691, -0.1415, 0.1081], [-0.2529, 0.5721, 0.0350], [-0.1985, 0.3335, -0.0573], [-0.1953, 0.2040, -0.1760], [0.2530, 0.3596, -0.6227], [-0.6857, -0.4500, -0.3029], [-0.0394, 0.6463, 0.5845], [0.3740, 0.1901, 0.1292], [0.6008, -0.1122, -0.6956], [-0.0057, -0.3536, 0.6052], [-0.7125, 0.4106, -0.9617], [0.1005, 0.1715, 0.0853], [-0.1370, 0.3718, 0.0900], [-0.4160, 0.2885, -0.5964], [-0.2298, 0.6961, -1.4386], [-0.2084, 0.2760, 0.5293], [-0.2923, 0.7247, 0.3543], [-0.2871, -0.3390, -0.3568], [0.2272, -0.5196, 0.0067], [-0.1510, 0.0829, -0.0520], [-0.1471, -0.1544, 0.3212], [-0.2609, 0.1638, -0.0447], [0.1412, 0.2758, -0.1204], [-0.1554, -0.0227, 0.4109], [0.0506, -0.3007, 0.0998], [-0.0031, 0.0541, 0.0019], [1.1069, -0.1443, 0.7168], [-0.1048, 0.5499, -0.4148], [0.7397, -0.0305, 0.2046], [-0.1349, -0.4567, -0.3714], [-0.7059, -1.5583, -0.1467], [0.6991, -0.4102, 0.0620], [0.0549, 0.2377, -0.2220], [0.0136, 0.0413, 0.7263], [0.0171, 0.0327, 0.1280], [-0.1541, -0.2191, -0.1928], [0.3086, 0.2327, -0.3353], [-0.1246, -0.1654, -0.4891], [-0.3287, -0.2110, 0.1665], [0.1279, -0.3521, -0.0412], [0.1263, -0.5537, -0.7105], [0.1602, -0.4467, 1.0160], [-0.8246, -0.5922, -0.2057], [0.4448, 0.0695, -0.3811]]
}